Record 1
Formula: C33H92N2O12
Source: the Open Molecules 2025 dataset
Level of theory: ωB97M-V/def2-TZVPD

LUMO level ... 0.013 Eh
Orbital gap ... 9.27 eV
ΔE to the lowest compared entry with this formula, charge and spin ... 0.0000 eV

Each line ends with the Löwdin charge.
Positions of all 139 atoms, in Å:
1 C -17.75 -7.84 11.80  -0.121
2 O -18.17 -8.91 12.64  -0.180
3 C -19.39 -9.46 12.11  -0.211
4 C -20.01 -10.49 13.02  -0.460
5 C -19.51 -11.86 12.65  -0.069
6 N -21.45 -10.46 13.16  0.036
7 H -17.63 -8.26 10.76  0.075
8 H -16.73 -7.52 12.16  0.105
9 H -18.45 -7.00 11.70  0.076
10 H -20.09 -8.68 11.90  0.108
11 H -19.20 -9.88 11.12  0.111
12 H -19.60 -10.28 14.05  0.153
13 H -18.44 -11.85 12.76  0.080
14 H -19.71 -12.18 11.59  0.098
15 H -19.90 -12.60 13.27  0.053
16 H -21.95 -11.10 12.54  0.071
17 H -21.88 -9.56 12.97  0.068
18 C -18.41 -2.52 3.63  -0.100
19 O -19.69 -3.03 3.87  -0.189
20 C -19.77 -4.29 4.44  -0.215
21 C -21.21 -4.77 4.39  -0.400
22 C -21.36 -6.08 5.08  -0.067
23 N -21.62 -5.00 2.98  0.042
24 H -18.49 -1.52 3.12  0.101
25 H -17.81 -3.10 2.96  0.072
26 H -17.89 -2.46 4.64  0.107
27 H -19.22 -4.98 3.85  0.117
28 H -19.37 -4.30 5.48  0.135
29 H -21.88 -4.04 4.87  0.148
30 H -20.67 -6.86 4.70  0.083
31 H -22.42 -6.40 5.02  0.083
32 H -21.23 -5.97 6.15  0.064
33 H -21.29 -4.18 2.44  0.097
34 H -22.66 -4.97 2.93  0.124
35 C -20.39 -6.05 -0.14  -0.051
36 C -20.87 -7.38 0.49  -0.506
37 C -20.07 -8.48 -0.08  -0.078
38 O -20.66 -7.31 1.92  -0.131
39 H -19.33 -5.92 0.08  0.079
40 H -20.99 -5.24 0.21  0.050
41 H -20.47 -6.15 -1.23  0.083
42 H -21.91 -7.56 0.28  0.119
43 H -19.02 -8.14 0.05  0.077
44 H -20.26 -8.47 -1.16  0.080
45 H -20.27 -9.54 0.27  0.103
46 H -20.98 -6.42 2.31  0.025
47 C -21.52 -9.84 8.41  -0.054
48 C -22.16 -8.55 8.05  -0.522
49 C -23.65 -8.71 8.13  -0.051
50 O -21.70 -7.53 8.92  -0.050
51 H -21.99 -10.24 9.34  0.100
52 H -20.41 -9.81 8.64  0.091
53 H -21.70 -10.53 7.60  0.067
54 H -21.96 -8.28 7.00  0.124
55 H -23.95 -8.46 9.16  0.099
56 H -23.96 -9.73 7.88  0.083
57 H -24.13 -8.10 7.36  0.075
58 H -21.93 -6.69 8.52  0.093
59 C -24.85 -10.45 3.96  -0.057
60 C -23.49 -9.90 3.55  -0.516
61 C -23.56 -8.40 3.29  -0.045
62 O -22.65 -10.22 4.59  -0.072
63 H -25.47 -10.41 3.09  0.061
64 H -25.41 -9.84 4.70  0.089
65 H -24.73 -11.47 4.34  0.078
66 H -23.10 -10.47 2.63  0.142
67 H -24.18 -8.26 2.43  0.075
68 H -22.59 -8.01 3.05  0.040
69 H -23.96 -7.81 4.11  0.073
70 H -21.88 -9.58 4.50  0.074
71 C -16.38 -7.81 3.51  -0.048
72 C -16.46 -9.27 3.14  -0.493
73 C -16.44 -9.64 1.66  -0.014
74 O -15.37 -9.91 3.74  -0.041
75 H -15.56 -7.35 2.98  0.087
76 H -16.21 -7.76 4.58  0.055
77 H -17.31 -7.26 3.30  0.090
78 H -17.33 -9.72 3.65  0.113
79 H -15.48 -9.41 1.21  0.085
80 H -17.18 -9.09 1.05  0.070
81 H -16.59 -10.67 1.52  0.052
82 H -15.38 -9.61 4.63  0.062
83 C -18.63 -5.08 8.93  -0.031
84 C -18.51 -6.32 8.02  -0.440
85 C -17.13 -6.50 7.35  -0.043
86 O -18.68 -7.58 8.69  -0.082
87 H -18.35 -4.22 8.39  0.056
88 H -17.96 -5.16 9.79  0.079
89 H -19.61 -4.87 9.34  0.073
90 H -19.21 -6.30 7.20  0.088
91 H -16.88 -5.67 6.68  0.073
92 H -17.13 -7.35 6.69  0.031
93 H -16.22 -6.59 7.99  0.099
94 H -19.63 -7.67 8.84  0.043
95 C -21.42 -12.79 2.37  -0.083
96 C -21.07 -13.24 3.78  -0.284
97 O -19.89 -12.53 4.22  -0.116
98 H -20.74 -13.31 1.73  0.060
99 H -21.22 -11.70 2.22  0.080
100 H -22.42 -13.05 2.11  0.067
101 H -20.96 -14.30 3.75  0.107
102 H -21.93 -12.92 4.44  0.106
103 H -19.14 -13.18 4.32  0.063
104 C -16.87 -11.78 9.01  -0.084
105 C -16.73 -12.66 7.79  -0.264
106 O -17.83 -13.66 7.79  -0.106
107 H -17.76 -11.21 9.03  0.045
108 H -16.05 -11.07 9.16  0.081
109 H -17.00 -12.36 9.92  0.074
110 H -15.78 -13.22 7.80  0.122
111 H -16.70 -12.03 6.92  0.074
112 H -18.58 -13.22 7.37  0.023
113 C -22.25 -14.09 7.48  -0.076
114 C -20.78 -14.08 7.32  -0.269
115 O -20.36 -12.69 7.40  -0.133
116 H -22.68 -15.08 7.31  0.084
117 H -22.72 -13.45 6.75  0.064
118 H -22.64 -13.74 8.41  0.072
119 H -20.45 -14.46 6.39  0.092
120 H -20.19 -14.55 8.15  0.134
121 H -20.54 -12.38 6.51  0.056
122 C -16.22 -14.11 2.79  -0.087
123 C -16.22 -13.64 4.25  -0.240
124 O -17.54 -13.99 4.80  -0.119
125 H -15.32 -13.73 2.33  0.073
126 H -17.11 -13.79 2.28  0.056
127 H -16.31 -15.18 2.58  0.076
128 H -16.16 -12.53 4.24  0.104
129 H -15.41 -14.19 4.79  0.125
130 H -17.50 -13.75 5.73  0.032
131 C -18.56 -10.13 6.16  -0.038
132 C -19.03 -8.83 5.45  -0.293
133 O -19.94 -9.28 4.49  -0.097
134 H -18.31 -10.74 5.31  0.051
135 H -19.36 -10.69 6.68  0.063
136 H -17.69 -9.99 6.80  0.079
137 H -18.14 -8.31 5.03  0.074
138 H -19.53 -8.10 6.03  0.066
139 H -19.72 -10.25 4.43  0.074

=====

Record 2
Formula: C23H24N4OPdS2Te
Source: the Open Molecules 2025 dataset
Level of theory: ωB97M-V/def2-TZVPD

LUMO level (alpha / beta) ... 0.012 / -0.067 Eh
Orbital gap (alpha / beta) ... 7.02 / 5.58 eV
Spin multiplicity ... 3
ΔE to the lowest compared entry with this formula, charge and spin ... 0.5393 eV

Each line ends with the Löwdin spin population.
Positions of all 56 atoms, in Å:
1 Pd 0.52 -0.11 -0.60  0.723
2 N -3.20 -2.39 -1.63  0.009
3 C -2.41 -1.38 -1.14  0.014
4 S -1.34 -0.62 -2.27  0.091
5 N -2.58 -1.08 0.12  0.003
6 N -1.66 -0.13 0.51  0.014
7 C -2.01 0.83 1.27  -0.001
8 C -3.36 1.04 1.87  0.001
9 C -3.93 2.31 1.85  0.000
10 C -5.19 2.52 2.39  0.000
11 C -5.89 1.47 2.96  0.000
12 C -5.32 0.20 2.99  0.000
13 C -4.07 -0.01 2.44  0.000
14 C -0.96 1.87 1.48  0.006
15 C -0.89 2.62 2.65  0.002
16 C 0.08 3.59 2.77  0.001
17 C 0.95 3.80 1.72  0.004
18 C 0.83 3.00 0.59  0.013
19 N -0.10 2.05 0.47  0.030
20 H -3.34 -2.39 -2.62  0.002
21 H -4.01 -2.62 -1.07  0.001
22 H -3.40 3.14 1.40  0.000
23 H -5.63 3.51 2.36  0.000
24 H -6.87 1.63 3.39  0.000
25 H -5.86 -0.62 3.44  0.000
26 H -3.63 -1.00 2.44  0.000
27 H -1.60 2.43 3.45  0.000
28 H 0.16 4.17 3.68  0.000
29 H 1.72 4.56 1.76  0.000
30 H 1.50 3.12 -0.25  0.000
31 O 3.02 -2.38 -1.25  0.056
32 S 1.60 -2.10 -1.62  0.068
33 C 1.34 -2.80 -3.27  0.017
34 C 1.20 -4.30 -3.02  0.005
35 C 0.17 -4.40 -1.89  0.001
36 C 0.59 -3.39 -0.82  0.000
37 H 2.20 -2.51 -3.86  0.000
38 H 0.42 -2.36 -3.66  0.000
39 H 2.16 -4.70 -2.70  0.000
40 H 0.89 -4.83 -3.92  0.001
41 H 0.10 -5.41 -1.48  0.000
42 H -0.81 -4.12 -2.27  0.000
43 H 1.28 -3.80 -0.08  0.001
44 H -0.26 -2.92 -0.31  0.000
45 Te 2.45 -0.32 1.21  0.788
46 C 3.90 0.63 0.05  0.055
47 C 3.55 1.15 -1.19  0.029
48 C 4.51 1.77 -1.98  -0.005
49 C 5.82 1.87 -1.52  0.039
50 C 6.17 1.35 -0.28  -0.005
51 C 5.21 0.73 0.51  0.037
52 H 2.52 1.06 -1.52  -0.002
53 H 4.24 2.17 -2.94  -0.001
54 H 6.57 2.35 -2.14  0.002
55 H 7.19 1.43 0.07  -0.001
56 H 5.49 0.32 1.47  0.002

=====

Record 3
Formula: C21H16IN9OPbS4
Source: the Open Molecules 2025 dataset
Level of theory: ωB97M-V/def2-TZVPD

LUMO level ... -0.036 Eh
Orbital gap ... 6.43 eV
ΔE to the lowest compared entry with this formula, charge and spin ... 0.1252 eV

Each line ends with the Löwdin charge.
Positions of all 53 atoms, in Å:
1 Pb 1.40 -0.47 -1.00  1.129
2 N 4.66 -1.48 2.31  0.047
3 C 3.57 -1.24 1.51  -0.898
4 S 3.93 -0.99 -0.19  0.425
5 N 2.43 -1.20 2.10  -0.027
6 N 1.30 -0.93 1.35  -0.144
7 C 0.25 -0.76 2.08  -0.096
8 C -1.11 -0.53 1.67  -0.169
9 C -2.00 -0.13 2.70  -0.063
10 C -3.33 0.10 2.46  -0.104
11 C -3.83 -0.14 1.18  -0.076
12 C -3.01 -0.56 0.16  -0.030
13 C -1.61 -0.72 0.35  -0.410
14 O -0.87 -1.00 -0.67  -0.287
15 H 5.51 -1.76 1.86  0.066
16 H 4.47 -1.83 3.23  0.091
17 H 0.42 -0.80 3.15  0.125
18 H -1.60 0.00 3.70  0.109
19 H -3.97 0.44 3.26  0.097
20 H -4.89 0.01 0.98  0.106
21 H -3.39 -0.76 -0.83  0.095
22 S -0.11 1.74 -3.62  0.665
23 C -1.50 0.69 -3.72  -0.649
24 C -2.78 0.94 -3.18  -0.214
25 N -3.81 1.19 -2.72  0.204
26 C -1.01 -0.37 -4.42  -0.647
27 S 0.65 0.13 -4.70  0.669
28 C -1.61 -1.57 -4.85  -0.215
29 N -2.10 -2.54 -5.23  0.197
30 N -0.55 4.70 4.18  0.085
31 C -1.20 4.50 3.02  -0.820
32 S -2.65 5.23 2.73  0.686
33 C -0.55 3.58 2.04  -0.215
34 C 0.79 3.22 2.14  -0.001
35 C 1.33 2.36 1.20  -0.125
36 N 0.63 1.86 0.19  -0.017
37 C -0.66 2.20 0.10  -0.130
38 C -1.28 3.05 0.99  -0.016
39 H -0.96 5.32 4.86  0.097
40 H 0.31 4.23 4.41  0.091
41 H 1.44 3.59 2.92  0.107
42 H 2.37 2.05 1.26  0.116
43 H -1.23 1.74 -0.70  0.093
44 H -2.33 3.29 0.88  0.092
45 I 0.94 -6.42 -4.58  0.853
46 C 1.64 -4.72 -3.65  -0.768
47 C 2.95 -4.42 -3.36  -0.145
48 N 2.94 -3.22 -2.75  -0.021
49 N 1.70 -2.73 -2.62  -0.066
50 C 0.90 -3.63 -3.15  -0.198
51 H 3.86 -4.97 -3.55  0.119
52 H 3.71 -2.74 -2.31  0.090
53 H -0.17 -3.49 -3.17  0.101

=====

Repeat the third record exactly.
Formula: C21H16IN9OPbS4
Source: the Open Molecules 2025 dataset
Level of theory: ωB97M-V/def2-TZVPD

LUMO level ... -0.036 Eh
Orbital gap ... 6.43 eV
ΔE to the lowest compared entry with this formula, charge and spin ... 0.1252 eV

Each line ends with the Löwdin charge.
Positions of all 53 atoms, in Å:
1 Pb 1.40 -0.47 -1.00  1.129
2 N 4.66 -1.48 2.31  0.047
3 C 3.57 -1.24 1.51  -0.898
4 S 3.93 -0.99 -0.19  0.425
5 N 2.43 -1.20 2.10  -0.027
6 N 1.30 -0.93 1.35  -0.144
7 C 0.25 -0.76 2.08  -0.096
8 C -1.11 -0.53 1.67  -0.169
9 C -2.00 -0.13 2.70  -0.063
10 C -3.33 0.10 2.46  -0.104
11 C -3.83 -0.14 1.18  -0.076
12 C -3.01 -0.56 0.16  -0.030
13 C -1.61 -0.72 0.35  -0.410
14 O -0.87 -1.00 -0.67  -0.287
15 H 5.51 -1.76 1.86  0.066
16 H 4.47 -1.83 3.23  0.091
17 H 0.42 -0.80 3.15  0.125
18 H -1.60 0.00 3.70  0.109
19 H -3.97 0.44 3.26  0.097
20 H -4.89 0.01 0.98  0.106
21 H -3.39 -0.76 -0.83  0.095
22 S -0.11 1.74 -3.62  0.665
23 C -1.50 0.69 -3.72  -0.649
24 C -2.78 0.94 -3.18  -0.214
25 N -3.81 1.19 -2.72  0.204
26 C -1.01 -0.37 -4.42  -0.647
27 S 0.65 0.13 -4.70  0.669
28 C -1.61 -1.57 -4.85  -0.215
29 N -2.10 -2.54 -5.23  0.197
30 N -0.55 4.70 4.18  0.085
31 C -1.20 4.50 3.02  -0.820
32 S -2.65 5.23 2.73  0.686
33 C -0.55 3.58 2.04  -0.215
34 C 0.79 3.22 2.14  -0.001
35 C 1.33 2.36 1.20  -0.125
36 N 0.63 1.86 0.19  -0.017
37 C -0.66 2.20 0.10  -0.130
38 C -1.28 3.05 0.99  -0.016
39 H -0.96 5.32 4.86  0.097
40 H 0.31 4.23 4.41  0.091
41 H 1.44 3.59 2.92  0.107
42 H 2.37 2.05 1.26  0.116
43 H -1.23 1.74 -0.70  0.093
44 H -2.33 3.29 0.88  0.092
45 I 0.94 -6.42 -4.58  0.853
46 C 1.64 -4.72 -3.65  -0.768
47 C 2.95 -4.42 -3.36  -0.145
48 N 2.94 -3.22 -2.75  -0.021
49 N 1.70 -2.73 -2.62  -0.066
50 C 0.90 -3.63 -3.15  -0.198
51 H 3.86 -4.97 -3.55  0.119
52 H 3.71 -2.74 -2.31  0.090
53 H -0.17 -3.49 -3.17  0.101